# 1
The following is a quantum chemistry calculation of one molecule with the formula C21H27N3O5, from the Open Molecules 2025 dataset.

The geometry in XYZ format:
```
56
C21H27N3O5 | the Open Molecules 2025 dataset | ωB97M-V/def2-TZVPD
C 4.691 3.288 2.156
C 4.538 2.487 0.871
O 3.165 2.292 0.536
C 2.553 3.298 -0.114
O 3.114 4.316 -0.439
C 1.130 3.005 -0.397
C 0.384 3.957 -1.115
C -0.949 3.752 -1.330
C -1.583 2.580 -0.874
N -2.922 2.497 -1.035
C -3.533 1.460 -0.547
C -2.898 0.352 0.050
C -3.701 -0.786 0.492
O -3.256 -1.813 0.986
O -5.013 -0.613 0.305
C -5.859 -1.684 0.720
C -7.293 -1.304 0.406
C -1.485 0.350 0.145
N -0.860 -0.749 0.588
C 0.499 -1.181 0.386
C 0.510 -2.691 0.112
N 1.823 -3.131 -0.320
C 2.775 -3.238 0.774
C 4.149 -3.597 0.208
O 4.111 -4.807 -0.509
C 3.176 -4.724 -1.558
C 1.778 -4.397 -1.035
C -0.813 1.564 -0.237
C 0.536 1.836 0.034
H 4.287 4.288 2.019
H 5.743 3.365 2.414
H 4.159 2.801 2.970
H 4.949 1.481 0.981
H 5.035 3.005 0.044
H 0.884 4.851 -1.454
H -1.562 4.484 -1.831
H -4.610 1.452 -0.647
H -5.715 -1.854 1.793
H -5.561 -2.597 0.190
H -7.959 -2.104 0.716
H -7.562 -0.393 0.934
H -7.411 -1.135 -0.661
H -1.507 -1.481 0.888
H 0.940 -0.674 -0.476
H 1.103 -0.963 1.274
H 0.161 -3.233 1.008
H -0.194 -2.892 -0.700
H 2.845 -2.280 1.291
H 2.466 -4.013 1.498
H 4.873 -3.739 1.012
H 4.486 -2.783 -0.452
H 3.185 -5.695 -2.056
H 3.483 -3.943 -2.270
H 1.089 -4.305 -1.877
H 1.435 -5.219 -0.382
H 1.123 1.163 0.633
```

Charge: 0
E_HOMO (eV): -8.15
LUMO energy (eV): 0.18
SMILES: CCOC(=O)c1ccc2ncc(C(=O)OCC)c(NCCN3CCOCC3)c2c1
ΔE to the lowest compared entry with this formula, charge and spin (kJ/mol): 239.7
Calculated total energy (hartree): -1356.9259
Multiplicity: 1
Gap between HOMO and LUMO (eV): 8.327

# 2
The following is a quantum chemistry calculation of one molecule with the formula C21H27N3O5S, from the Open Molecules 2025 dataset.

The geometry in XYZ format:
```
57
C21H27N3O5S | the Open Molecules 2025 dataset | ωB97M-V/def2-TZVPD
C 1.594 4.353 -1.555
C 1.196 3.457 -0.387
C 2.244 2.374 -0.106
C 3.462 2.916 0.655
C 4.520 1.821 0.773
C 3.919 0.573 1.416
C 2.656 0.151 0.655
N 1.656 1.203 0.547
C 0.986 1.488 1.812
C 0.210 0.319 2.323
C 0.538 -0.675 3.199
C -0.627 -1.457 3.377
C -1.586 -0.888 2.596
C -3.022 -1.217 2.376
N -3.174 -2.490 1.696
S -2.077 -3.043 0.572
O -2.829 -3.972 -0.220
O -0.897 -3.506 1.229
C -1.636 -1.640 -0.458
C -2.630 -0.805 -0.937
C -2.324 0.259 -1.773
C -0.996 0.417 -2.125
C -0.002 -0.456 -1.652
C -0.301 -1.492 -0.798
O 1.192 -0.104 -2.200
C 0.988 0.983 -2.990
O 1.839 1.550 -3.615
N -0.351 1.309 -2.948
C -0.928 2.405 -3.674
O -1.083 0.191 1.951
H 0.798 5.061 -1.778
H 2.490 4.921 -1.317
H 1.795 3.760 -2.443
H 1.046 4.076 0.501
H 0.249 2.961 -0.618
H 2.603 2.006 -1.075
H 3.160 3.257 1.648
H 3.876 3.772 0.120
H 5.370 2.177 1.359
H 4.882 1.570 -0.227
H 3.672 0.778 2.460
H 4.639 -0.246 1.399
H 2.191 -0.711 1.137
H 2.931 -0.134 -0.364
H 0.278 2.300 1.638
H 1.684 1.797 2.607
H 1.487 -0.828 3.670
H -0.736 -2.328 3.988
H -3.539 -1.292 3.340
H -3.466 -0.391 1.801
H -4.114 -2.700 1.400
H -3.655 -0.999 -0.665
H -3.089 0.923 -2.143
H 0.437 -2.169 -0.404
H -1.360 3.133 -2.987
H -1.701 2.046 -4.356
H -0.129 2.875 -4.245
```

Charge: 0
E_HOMO (eV): -8.32
LUMO energy (eV): 0.44
SMILES: CC[C@H]1CCCCN1Cc1ccc(CNS(=O)(=O)c2ccc3c(c2)oc(=O)n3C)o1
ΔE to the lowest compared entry with this formula, charge and spin (kJ/mol): 158.8
Calculated total energy (hartree): -1755.0851
Multiplicity: 1
Gap between HOMO and LUMO (eV): 8.760

# 3
The following is a quantum chemistry calculation of C21H27N3OSSn as an isolated structure, from the Open Molecules 2025 dataset.

The geometry in XYZ format:
```
54
C21H27N3OSSn | the Open Molecules 2025 dataset | ωB97M-V/def2-TZVPD
Sn -0.044 -2.059 -1.443
C 1.438 4.403 -1.928
C 1.667 3.483 -0.736
N 2.083 2.134 -1.152
C 3.528 1.902 -1.168
C 4.034 1.398 0.177
C 1.172 1.208 -1.490
S 1.783 -0.346 -1.991
N -0.090 1.631 -1.443
C -1.203 0.916 -1.569
O -1.349 -0.336 -1.628
C -2.468 1.718 -1.602
C -2.435 3.110 -1.595
C -3.615 3.836 -1.633
C -4.837 3.176 -1.669
C -4.875 1.788 -1.675
C -3.695 1.061 -1.643
H 1.193 5.412 -1.592
H 0.615 4.025 -2.535
H 2.331 4.456 -2.554
H 0.767 3.404 -0.134
H 2.464 3.873 -0.103
H 3.997 2.853 -1.425
H 3.776 1.196 -1.953
H 3.804 2.107 0.975
H 5.116 1.255 0.145
H 3.567 0.441 0.418
H -1.477 3.611 -1.560
H -3.583 4.918 -1.630
H -5.759 3.745 -1.695
H -5.826 1.272 -1.704
H -3.711 -0.019 -1.648
C 0.273 -5.464 2.581
N -0.153 -5.134 1.234
C 0.978 -4.971 0.340
C -1.107 -4.026 1.175
C -0.586 -2.674 1.639
C -0.657 -2.383 3.004
C -0.142 -1.203 3.518
C 0.455 -0.292 2.659
C 0.513 -0.569 1.299
C -0.010 -1.747 0.757
H 0.848 -6.391 2.555
H -0.602 -5.625 3.214
H 0.899 -4.689 3.048
H 1.597 -5.868 0.377
H 1.617 -4.108 0.589
H 0.623 -4.856 -0.687
H -1.967 -4.309 1.788
H -1.462 -3.960 0.144
H -1.132 -3.094 3.673
H -0.210 -0.997 4.579
H 0.868 0.633 3.043
H 0.990 0.156 0.653
```

Charge: 0
E_HOMO (eV): -7.76
LUMO energy (eV): -0.14
Calculated total energy (hartree): -1668.4312
Multiplicity: 1
Gap between HOMO and LUMO (eV): 7.624

# 4
The following is a quantum chemistry calculation of C21H27N5O2 as an isolated structure, from the Open Molecules 2025 dataset.

The geometry in XYZ format:
```
55
C21H27N5O2 | the Open Molecules 2025 dataset | ωB97M-V/def2-TZVPD
C 4.188 -1.009 -1.861
C 3.129 -0.106 -1.814
C 2.947 1.114 -1.056
C 1.541 1.427 -1.348
N 0.949 0.488 -2.373
N 1.775 -0.358 -2.458
C 1.439 -1.436 -3.282
H 1.539 -2.269 -3.091
H 2.186 -1.275 -4.373
H 0.565 -1.174 -3.842
C 0.711 2.836 -0.727
N -0.755 2.682 -1.107
C -1.541 2.264 -0.137
O -1.257 2.524 1.194
C -3.020 2.385 -0.640
H -3.137 1.954 -1.393
H -3.329 3.271 -0.492
C -3.912 1.549 0.545
C -3.628 0.252 0.185
N -4.665 -0.715 0.543
N -4.122 -1.954 0.016
C -2.977 -1.617 -0.097
O -2.575 -0.277 -0.131
C -1.908 -2.646 -0.520
H -1.142 -2.027 -1.602
H -2.278 -3.465 -1.249
C -1.093 -3.501 0.498
H -0.379 -3.913 0.085
H -1.914 -3.852 1.249
C -0.287 -2.340 1.404
H -0.993 -1.469 1.734
H 0.144 -2.859 2.021
C 0.765 -1.511 0.533
C 1.653 -0.913 1.375
C 1.227 0.323 2.017
C 2.168 1.303 2.862
C 3.444 0.653 2.862
C 3.834 -0.508 2.700
C 2.950 -1.195 1.640
H 3.187 -2.027 1.251
H 4.921 -0.969 2.755
H 3.956 1.277 3.903
H 1.692 1.972 3.321
H 0.210 0.617 1.877
H 1.195 -2.210 -0.156
H 0.393 -0.916 -0.174
H -4.849 1.742 0.417
H -3.413 1.698 1.518
H -0.882 2.516 -2.069
H 1.052 3.629 -1.120
H 0.935 2.710 0.291
H 3.500 1.501 -0.386
H 4.734 -0.910 -3.056
H 3.913 -2.122 -1.639
H 5.029 -0.784 -1.127
```

Charge: 0
E_HOMO (eV): -8.02
LUMO energy (eV): 0.45
ΔE to the lowest compared entry with this formula, charge and spin (kJ/mol): 2438.2
Calculated total energy (hartree): -1239.8540
Multiplicity: 1
Gap between HOMO and LUMO (eV): 8.472

# 5
The following is a quantum chemistry calculation of one molecule with the formula C21H27N5O2S, from the Open Molecules 2025 dataset.

The geometry in XYZ format:
```
56
C21H27N5O2S | the Open Molecules 2025 dataset | ωB97M-V/def2-TZVPD
C 2.277 -0.796 -2.003
C 1.001 -1.619 -1.876
C 1.292 -3.118 -1.859
C 0.018 -3.971 -1.851
N -0.800 -3.732 -0.683
C -0.578 -4.370 0.477
O 0.220 -5.271 0.631
C -1.452 -3.862 1.623
S -0.700 -2.386 2.382
C -1.204 -1.172 1.245
N -1.986 -1.351 0.211
N -2.119 -0.167 -0.406
C -1.422 0.730 0.245
C -1.339 2.112 -0.130
C -0.428 3.076 0.234
N -0.740 4.255 -0.372
C -1.856 4.092 -1.146
C -2.545 5.000 -1.940
C -3.653 4.536 -2.616
C -4.067 3.206 -2.507
C -3.388 2.301 -1.721
C -2.265 2.747 -1.028
N -0.814 0.133 1.332
C 0.086 0.690 2.296
C 1.533 0.709 1.759
C 2.342 -0.554 2.093
C 3.726 0.010 2.407
C 3.358 1.350 3.038
O 2.237 1.817 2.307
H 2.788 -1.027 -2.935
H 2.049 0.268 -1.992
H 2.958 -1.013 -1.182
H 0.484 -1.338 -0.956
H 0.334 -1.385 -2.709
H 1.877 -3.384 -2.741
H 1.883 -3.370 -0.976
H -0.585 -3.758 -2.736
H 0.296 -5.028 -1.844
H -1.417 -2.921 -0.680
H -2.453 -3.588 1.297
H -1.482 -4.606 2.418
H 0.442 3.015 0.859
H -0.217 5.109 -0.271
H -2.223 6.028 -2.022
H -4.214 5.213 -3.243
H -4.940 2.886 -3.057
H -3.694 1.271 -1.636
H -0.224 1.715 2.518
H 0.021 0.097 3.213
H 1.487 0.858 0.670
H 2.346 -1.264 1.270
H 1.927 -1.047 2.972
H 4.302 -0.623 3.077
H 4.292 0.172 1.489
H 4.141 2.106 2.959
H 3.087 1.222 4.095
```

Charge: 0
E_HOMO (eV): -7.83
LUMO energy (eV): 0.54
SMILES: CCCCNC(=O)CSc1nnc(-c2c[nH]c3ccccc23)n1C[C@@H]1CCCO1
ΔE to the lowest compared entry with this formula, charge and spin (kJ/mol): 91.7
Calculated total energy (hartree): -1638.9118
Multiplicity: 1
Gap between HOMO and LUMO (eV): 8.370

# 6
The following is a quantum chemistry calculation of C21H27NO2P2Sc as an isolated structure, from the Open Molecules 2025 dataset.

The geometry in XYZ format:
```
54
C21H27NO2P2Sc | the Open Molecules 2025 dataset | ωB97M-V/def2-TZVPD
C -1.557 3.376 -1.982
C -1.351 2.070 -1.563
C -0.029 1.527 -1.598
C 1.055 2.310 -2.099
C 0.790 3.648 -2.507
C -0.490 4.170 -2.436
C 2.324 1.712 -2.128
C 2.467 0.320 -2.061
C 1.353 -0.431 -1.579
C 1.433 -1.855 -1.484
C 2.625 -2.492 -1.805
C 3.736 -1.757 -2.244
C 3.660 -0.385 -2.383
H -2.566 3.792 -1.953
H 1.619 4.248 -2.897
H -0.693 5.195 -2.743
H 3.192 2.306 -2.410
H 2.680 -3.577 -1.712
H 4.651 -2.297 -2.475
H 4.510 0.186 -2.766
N 0.245 0.258 -1.122
Sc 0.144 0.134 1.062
C -2.498 1.257 -0.992
H -2.546 0.253 -1.434
H -3.455 1.774 -1.129
C 0.258 -2.651 -0.944
H -0.704 -2.344 -1.387
H 0.408 -3.733 -1.095
P -2.311 1.022 0.808
P 0.056 -2.426 0.892
C 1.352 -3.499 1.499
H 1.328 -3.487 2.592
H 1.175 -4.514 1.129
H 2.338 -3.155 1.181
C -1.491 -3.284 1.220
H -1.377 -4.340 0.939
H -1.698 -3.185 2.295
H -2.309 -2.816 0.655
C -2.565 2.703 1.423
H -3.560 3.044 1.114
H -2.479 2.703 2.516
H -1.802 3.373 1.016
C -3.815 0.118 1.270
H -3.793 -0.004 2.365
H -4.681 0.719 0.951
H -3.820 -0.872 0.788
C 2.616 0.024 1.357
O 3.441 -0.638 1.889
H 2.969 1.042 0.793
C -0.169 0.084 4.285
O -0.038 0.299 2.891
H -1.040 0.644 4.667
H 0.732 0.420 4.818
H -0.319 -0.989 4.517
```

Charge: +1
E_HOMO (alpha / beta) (eV): -9.13 / -9.14
LUMO energy (alpha / beta) (eV): -4.39 / -4.39
Calculated total energy (hartree): -2464.9181
Multiplicity: 1
Gap between HOMO and LUMO (alpha / beta) (eV): 4.742 / 4.744

# 7
The following is a quantum chemistry calculation of C21H27NO3 as an isolated structure, from the Open Molecules 2025 dataset.

The geometry in XYZ format:
```
52
C21H27NO3 | the Open Molecules 2025 dataset | ωB97M-V/def2-TZVPD
O -1.127 4.733 1.779
C -1.578 3.800 0.968
C -0.758 2.552 1.290
O -1.575 1.374 1.264
C -0.961 0.200 1.578
C -1.899 -1.064 1.161
C -1.553 -2.452 1.332
C -0.037 -2.529 1.674
C 0.797 -1.515 1.999
C 0.226 -0.170 1.895
H 0.993 0.493 1.951
H 1.852 -1.737 2.299
O 0.203 -3.795 1.962
C 1.372 -4.277 2.291
C 2.723 -3.861 1.598
C 3.778 -3.900 2.228
C 4.880 -3.473 1.587
C 4.834 -3.432 0.124
C 3.688 -3.412 -0.680
C 2.469 -3.902 0.137
H 1.676 -3.907 -0.273
H 3.554 -3.613 -1.705
H 5.761 -3.196 -0.622
H 5.840 -3.539 1.893
H 4.156 -3.761 3.130
H 1.295 -5.277 2.470
H 1.424 -3.765 3.558
H -2.037 -3.107 0.791
H -2.916 -0.909 0.756
H -0.514 2.533 2.491
H 0.248 2.348 0.699
C -1.178 4.056 -0.444
N -1.399 2.845 -1.391
C -2.733 2.359 -1.359
C -2.726 0.987 -2.149
C -2.087 1.140 -3.803
C -0.565 1.874 -3.412
C -0.985 2.906 -2.692
H 0.236 3.440 -2.538
H -1.340 3.634 -3.336
H -0.410 1.912 -4.350
H -0.171 0.794 -2.909
H -2.006 0.106 -4.035
H -2.719 1.795 -4.066
H -3.618 0.585 -2.336
H -2.240 0.434 -1.607
H -3.262 2.263 -0.417
H -3.499 3.174 -1.942
H -1.919 4.861 -0.871
H -0.234 4.274 -0.617
H -2.522 3.528 1.164
H -1.435 5.594 1.484
```

Charge: 0
E_HOMO (eV): -7.82
LUMO energy (eV): 0.59
ΔE to the lowest compared entry with this formula, charge and spin (kJ/mol): 2030.1
Calculated total energy (hartree): -1096.2135
Multiplicity: 1
Gap between HOMO and LUMO (eV): 8.415

# 8
The following is a quantum chemistry calculation of C21H27NO4 as an isolated structure, from the Open Molecules 2025 dataset.

The geometry in XYZ format:
```
53
C21H27NO4 | the Open Molecules 2025 dataset | ωB97M-V/def2-TZVPD
C 5.282 -4.661 3.775
C 4.737 -3.476 4.463
C 3.407 -2.829 3.928
C 3.832 -2.172 2.586
C 2.674 -1.661 1.851
C 2.184 -0.332 2.854
C 1.108 0.380 2.160
O 0.923 1.157 1.452
O -0.211 -0.584 2.322
C -1.378 -0.172 1.602
C -2.666 -0.428 2.555
C -3.820 -0.323 1.873
C -3.759 0.186 0.297
C -2.744 0.536 -0.175
C -1.456 0.152 0.302
H -0.430 0.520 -0.133
N -2.610 1.031 -1.681
C -1.850 0.501 -2.567
O -1.305 -0.459 -2.477
C -2.263 1.273 -3.771
C -3.221 2.202 -3.435
C -3.520 2.070 -1.789
O -4.442 2.588 -1.197
C -2.492 3.798 -3.353
C -2.272 3.765 -4.890
C -1.512 2.789 -5.642
C -0.894 1.712 -4.707
H -0.672 0.859 -4.998
H -0.223 2.196 -3.788
H -0.546 3.145 -6.206
H -2.263 2.265 -6.240
H -2.922 4.205 -5.549
H -1.397 4.833 -4.855
H -1.587 3.650 -2.886
H -3.168 4.430 -3.167
H -4.309 2.386 -3.903
H -2.860 0.338 -4.604
H -4.742 0.692 0.119
H -4.706 -0.352 2.379
H -2.489 -0.740 3.589
H 1.787 -0.513 3.788
H 2.950 0.541 3.201
H 1.911 -2.312 2.003
H 2.983 -1.187 0.983
H 4.605 -1.520 2.883
H 4.193 -2.837 1.790
H 3.253 -2.069 4.596
H 2.842 -3.531 3.672
H 4.479 -3.942 5.597
H 5.672 -2.831 4.773
H 5.548 -4.508 2.777
H 6.062 -5.274 4.275
H 4.297 -5.487 3.565
```

Charge: 0
E_HOMO (eV): -8.20
LUMO energy (eV): 0.71
ΔE to the lowest compared entry with this formula, charge and spin (kJ/mol): 1779.7
Calculated total energy (hartree): -1171.5298
Multiplicity: 1
Gap between HOMO and LUMO (eV): 8.910

# 9
The following is a quantum chemistry calculation of C21H27O6PSr as an isolated structure, from the Open Molecules 2025 dataset.

The geometry in XYZ format:
```
56
C21H27O6PSr | the Open Molecules 2025 dataset | ωB97M-V/def2-TZVPD
C 1.281 0.855 2.096
C 1.775 1.450 0.724
C 1.076 2.847 0.569
C -0.423 2.633 0.224
O -0.488 2.394 -1.187
C -1.472 1.483 -1.503
O -2.492 1.361 -0.867
C -1.196 0.652 -2.774
C -2.364 -0.287 -3.156
C -2.100 -1.767 -2.705
C -2.671 -2.100 -1.314
C -3.816 -1.521 -0.754
C -4.317 -1.843 0.528
C -3.608 -2.810 1.276
C -2.466 -3.417 0.726
C -1.987 -3.086 -0.554
P -1.348 4.193 0.677
O -0.544 5.079 1.535
O -2.726 3.857 1.486
O -1.744 4.988 -0.678
O 3.208 1.623 0.680
C 3.841 0.728 -0.228
C 3.585 -0.720 0.375
C 4.048 -0.982 1.749
C 3.790 -2.242 2.315
C 3.090 -3.213 1.572
C 2.670 -2.957 0.263
C 2.906 -1.695 -0.351
H 2.145 0.843 2.785
H 0.441 1.440 2.497
H 0.998 -0.202 1.930
H 1.396 0.850 -0.128
H 1.141 3.315 1.570
H 1.542 3.474 -0.207
H -0.870 1.830 0.838
H -1.049 1.404 -3.580
H -0.232 0.109 -2.706
H -2.379 -0.331 -4.265
H -3.355 0.075 -2.856
H -1.012 -1.974 -2.752
H -2.560 -2.469 -3.429
H -4.384 -0.775 -1.326
H -5.213 -1.341 0.903
H -4.002 -3.049 2.270
H -1.927 -4.187 1.296
H -1.082 -3.580 -0.932
H -3.066 2.988 1.202
H -2.625 5.381 -0.560
H 3.446 0.770 -1.258
H 4.948 0.927 -0.294
H 4.578 -0.205 2.351
H 4.123 -2.427 3.343
H 2.872 -4.178 2.041
H 2.115 -3.697 -0.328
H 2.586 -1.434 -1.365
Sr 5.918 0.941 2.234
```

Charge: +2
E_HOMO (eV): -12.49
LUMO energy (eV): -9.12
Calculated total energy (hartree): -1639.3368
Multiplicity: 1
Gap between HOMO and LUMO (eV): 3.367